42
Properties=species:S:1:pos:R:3:forces:R:3:nbo_charge:R:1 method="wB97M-V/def2-TZVPD" total_charge=0 e_tot_ha=-1977.13503 relative_energy_ev=0.484 e_lumo_ev=0.085 largest_force_ha_per_bohr=0.044 homo_energy_ev=-9.77
S -3.725 16.324 19.625 -1.77 -1.26 0.59 2.511
S -2.643 14.694 18.014 1.05 -1.92 0.09 2.511
F -5.260 16.409 20.006 -0.27 0.04 0.03 -0.511
F -2.413 13.104 18.033 -0.32 0.24 0.17 -0.515
O -3.599 17.227 18.556 0.47 0.94 -0.88 -0.910
O -4.880 12.898 21.593 0.44 -0.06 -0.08 -0.565
O -6.374 12.261 18.858 0.09 0.51 -0.54 -0.593
O -6.941 14.617 20.822 0.54 -0.27 0.37 -0.562
O -1.413 15.230 18.472 0.29 0.29 0.11 -0.913
O -3.049 14.929 16.681 -0.66 0.18 -0.76 -0.931
O -3.085 16.513 20.862 0.78 0.06 0.78 -0.904
O -6.263 14.473 17.528 -0.35 -0.07 0.06 -0.590
N -3.788 14.752 19.129 0.95 1.64 -0.06 -1.283
C -8.253 14.506 20.351 -0.32 -0.64 -1.45 -0.256
C -5.795 12.143 17.545 0.00 -0.29 0.21 -0.098
C -6.566 11.033 19.511 -0.46 -0.70 0.30 -0.250
C -6.318 15.714 16.826 0.37 -0.01 0.17 -0.260
C -6.841 14.098 22.131 -0.99 0.04 0.59 -0.083
C -6.103 13.350 16.676 0.70 0.60 -0.06 -0.090
C -3.539 12.561 21.950 0.34 -0.42 -0.52 -0.263
C -5.451 13.784 22.557 0.99 -0.67 -0.49 -0.092
Li -5.565 13.977 19.373 -0.39 0.05 0.42 0.845
H -2.841 13.400 21.868 -0.32 0.29 0.21 0.197
H -6.941 13.256 15.978 -0.22 -0.16 0.33 0.178
H -5.488 13.215 23.492 -0.10 0.47 0.29 0.184
H -8.235 14.842 19.311 -0.12 0.38 0.21 0.206
H -7.535 10.607 19.214 0.24 -0.12 -0.16 0.175
H -8.992 15.052 20.933 0.07 0.11 0.17 0.181
H -5.761 10.317 19.320 -0.01 0.09 -0.16 0.182
H -7.455 13.187 22.212 0.18 -0.05 -0.19 0.173
H -7.300 14.800 22.841 0.15 0.08 -0.02 0.188
H -5.192 13.507 16.077 -0.24 0.01 -0.16 0.207
H -4.706 12.103 17.685 -0.14 -0.30 -0.10 0.199
H -6.158 11.239 17.046 0.16 0.00 0.12 0.195
H -5.358 15.909 16.340 -0.12 -0.08 -0.13 0.213
H -6.611 11.169 20.590 0.14 0.40 -0.04 0.205
H -6.468 16.494 17.568 -0.13 -0.03 0.03 0.206
H -4.779 14.642 22.642 -0.28 0.23 0.17 0.201
H -7.143 15.708 16.109 0.04 0.01 -0.03 0.173
H -8.531 13.444 20.251 -0.13 0.14 0.43 0.171
H -3.471 12.102 22.945 -0.20 0.23 -0.02 0.171
H -3.147 11.824 21.238 -0.44 0.06 0.01 0.198


20
Properties=species:S:1:pos:R:3:forces:R:3:nbo_charge:R:1 method="wB97M-V/def2-TZVPD" total_charge=0 spin_multiplicity=4 e_tot_ha=-572.78077 relative_energy_ev=3.111 e_lumo_ev="0.384 / -2.274" largest_force_ha_per_bohr=0.084 homo_energy_ev="-4.77 / -8.64"
O -2.085 0.156 -1.019 -0.84 -0.56 0.22 -0.675
O -1.534 -3.948 -2.057 2.11 2.05 -0.49 -0.118
O 0.101 1.124 -1.810 -0.36 0.03 0.72 -0.653
O -0.526 -3.045 -2.389 -1.74 -0.91 1.66 -0.352
C -1.142 0.132 -0.027 -1.65 -0.04 -2.38 0.206
C 0.922 0.262 1.704 0.77 1.83 1.83 -0.191
C 1.079 0.852 0.425 -0.36 0.90 -3.06 -0.182
C -0.252 -0.427 2.101 -2.37 -1.59 -0.69 -0.147
C 2.161 1.831 0.090 0.10 0.20 -0.02 -0.625
C 0.059 0.730 -0.497 2.23 0.40 0.23 0.337
C -1.221 -0.661 1.130 0.88 -1.40 4.02 -0.365
H -2.837 -0.416 -0.816 0.09 0.12 0.07 0.500
H 2.069 2.166 -0.938 0.10 -0.25 -0.23 0.230
H -0.781 0.998 -2.243 0.91 0.02 0.84 0.511
H -0.407 -2.450 -1.578 -0.35 -1.07 -1.11 0.470
H 3.178 1.494 0.259 0.18 -0.19 0.09 0.211
H 1.509 0.708 2.516 0.12 -0.33 -0.33 0.191
H -1.937 -1.469 1.330 -0.18 0.73 -0.35 0.223
H -0.369 -0.786 3.160 0.27 0.00 -1.42 0.220
H 2.014 2.749 0.657 0.08 0.06 0.42 0.207


150
Properties=species:S:1:pos:R:3:forces:R:3:mulliken_charge:R:1 method="wB97M-V/def2-TZVPD" total_charge=0 e_tot_ha=-4671.20548 e_lumo_ev=-0.239 largest_force_ha_per_bohr=0.125 homo_energy_ev=-7.68
I 4.562 1.291 -2.625 1.37 1.08 -1.79 -0.029
I 2.349 0.268 -0.813 -2.28 -0.51 0.76 0.262
Cl -2.950 3.650 -2.658 0.73 -0.31 -0.32 -0.198
Cl -0.040 -2.869 -4.786 -0.08 0.25 0.05 -0.239
F -0.225 1.692 -5.774 0.26 -0.88 -0.48 -0.260
F -1.548 3.252 -5.306 -1.17 0.57 -0.11 -0.167
F 0.493 3.447 -4.806 0.97 0.65 0.44 -0.292
O -7.475 -4.355 -0.520 -0.04 -0.06 0.09 -0.536
O 7.459 2.463 1.510 0.06 0.08 0.12 -0.548
O -5.341 -7.714 1.158 0.02 -0.06 -0.02 -0.511
O -3.212 -3.558 -3.711 -0.02 0.09 0.09 -0.576
O -0.747 0.368 -1.936 0.15 0.43 1.61 -0.443
O -2.966 0.216 -1.753 -4.23 -1.55 2.63 -0.494
O 2.478 1.780 2.330 0.06 0.00 0.07 -0.486
O -5.198 4.588 1.207 0.00 -0.08 0.02 -0.570
O 1.201 3.351 5.427 0.04 0.28 0.18 -0.444
O -4.641 7.348 -5.132 0.03 -0.03 -0.07 -0.561
O -1.983 1.214 -3.521 -0.92 -0.24 -0.35 -0.527
O 9.202 -2.601 2.081 0.02 0.04 0.06 -0.541
O 5.101 -2.654 -1.142 0.31 0.11 0.07 -0.521
O 0.755 -2.145 5.372 -0.20 -0.03 0.01 -0.497
C -0.639 -3.477 6.757 0.28 -0.04 -0.01 -1.242
C -4.409 6.889 -7.453 -0.14 0.24 0.10 -1.155
C -0.887 3.129 -1.037 0.05 0.38 0.69 -0.498
C 0.450 -2.485 -2.197 -0.51 0.74 0.00 -1.242
C 1.506 1.437 -2.459 -0.02 0.49 1.02 -1.548
C -4.212 6.602 -5.982 -0.04 0.04 0.09 0.629
C -4.529 -1.579 -3.670 0.15 -0.07 -0.11 -0.917
C 0.236 5.248 6.485 -0.14 -0.23 -0.09 -1.153
C 9.581 -0.294 2.508 -0.13 -0.17 -0.23 -0.945
C -4.211 -3.007 -3.301 0.05 -0.10 -0.05 0.791
C -8.380 -6.219 0.641 -0.10 0.02 -0.29 -1.056
C 2.339 0.969 3.221 -0.06 0.13 0.00 0.805
C -7.501 -5.001 0.505 0.02 0.04 -0.09 0.923
C 5.273 2.814 0.668 0.16 -0.07 0.13 0.127
C -4.205 -9.748 0.686 -0.06 0.11 0.29 -1.195
C 7.121 -3.872 -1.421 -0.24 -0.17 -0.02 -1.169
C -0.515 2.589 -4.848 -0.16 -0.78 -0.34 0.335
C -6.144 2.560 2.010 0.04 0.23 0.18 -1.136
C 9.649 -1.764 2.836 -0.05 -0.04 -0.13 0.912
C 2.709 1.406 -4.959 0.37 -0.20 -0.69 -1.316
C 2.752 5.069 5.964 0.08 -0.25 -0.13 -1.025
C 6.313 -2.643 -1.092 -0.27 0.05 -0.04 0.676
C -0.785 1.990 -3.474 -1.56 0.06 -0.23 0.760
C -5.190 -3.716 -2.400 0.33 -0.14 -0.15 -0.833
C -0.366 -2.369 5.770 0.18 -0.03 -0.01 0.935
C 6.496 4.552 2.122 0.31 -0.09 0.11 -1.096
C 0.147 0.874 -2.947 0.83 -0.97 -0.42 1.641
C -4.918 -8.473 0.313 -0.02 0.08 0.00 0.804
C 10.296 -2.151 4.143 -0.07 -0.30 -0.10 -1.201
C -5.083 -8.181 -1.158 -0.15 0.25 0.14 -0.877
C -0.277 4.435 -0.452 -0.14 -1.10 0.01 -1.529
C -5.539 3.455 0.953 0.02 0.12 -0.02 0.732
C 2.629 1.867 -3.500 0.37 -0.81 0.29 0.258
C 1.378 4.446 5.911 -0.02 -0.10 -0.06 0.739
C 7.090 -1.405 -0.702 -0.46 0.07 0.05 0.086
C -1.557 -1.560 5.309 0.23 0.09 -0.14 -0.864
C -1.178 3.210 -2.562 0.51 0.76 1.52 -0.835
C 0.393 -0.428 -3.803 0.57 0.04 -0.35 -1.653
C -0.247 -1.755 -3.340 0.01 -0.77 -0.44 0.699
C 1.059 0.864 4.000 -0.21 0.07 -0.41 -0.931
C -2.040 0.557 -2.308 5.26 1.67 -3.34 0.371
C 3.448 0.017 3.595 0.19 0.15 -0.28 -1.212
C 6.503 3.205 1.440 0.03 -0.21 -0.11 0.683
C -3.456 5.347 -5.623 -0.17 0.35 0.20 -0.646
C -6.657 -4.621 1.695 0.11 0.22 -0.14 -1.047
C -5.380 2.872 -0.429 0.02 0.31 0.03 -0.553
H -0.635 5.329 -0.961 0.14 0.02 0.05 0.318
H 6.447 -4.686 -1.685 -0.01 0.04 0.00 0.316
H -7.151 2.261 1.714 0.07 -0.17 -0.04 0.321
H 7.678 -1.605 0.196 0.16 -0.05 -0.12 -0.232
H 3.037 5.256 7.000 -0.03 0.18 -0.03 0.352
H 5.684 4.596 2.850 -0.10 0.09 -0.13 0.196
H -7.297 -4.407 2.553 0.04 -0.15 0.06 0.359
H -4.105 -8.102 -1.635 -0.03 -0.16 -0.07 0.375
H -3.746 -1.190 -4.321 -0.01 -0.01 0.00 0.147
H -1.071 -3.066 7.670 -0.16 -0.07 -0.05 0.328
H 7.779 -3.671 -2.268 0.14 0.01 0.12 0.328
H 4.406 2.781 1.331 -0.10 0.09 -0.10 0.024
H -5.481 -1.535 -4.202 -0.07 0.04 0.11 0.556
H -4.724 2.001 -0.393 -0.15 -0.11 -0.08 0.120
H -3.982 4.472 -6.010 0.16 -0.03 -0.12 0.357
H -5.269 -3.194 -1.447 -0.23 0.06 -0.06 0.233
H 0.022 -3.474 -2.043 0.08 -0.01 -0.23 0.471
H 0.296 -3.977 7.004 -0.01 0.03 -0.02 0.315
H -0.715 4.144 -2.876 0.26 -0.33 -0.42 0.870
H -3.441 6.995 -7.946 -0.02 -0.17 -0.07 0.311
H -5.522 1.674 2.148 -0.13 -0.10 -0.10 0.289
H 1.467 -0.621 -3.727 -0.08 0.00 -0.09 0.491
H -1.821 2.971 -0.496 -0.07 -0.23 -0.28 0.570
H 9.092 -0.160 1.546 -0.01 0.06 0.04 0.136
H 5.098 3.528 -0.139 -0.13 0.04 0.07 0.464
H 0.136 6.192 5.948 0.07 0.08 0.14 0.350
H 4.313 0.199 2.957 -0.03 0.01 0.01 0.273
H -5.611 -7.236 -1.282 0.01 -0.02 0.01 0.063
H -2.448 5.390 -6.038 -0.08 -0.11 -0.15 0.269
H -4.580 -0.962 -2.772 -0.21 -0.08 -0.12 0.116
H 0.811 4.328 -0.457 -0.02 0.49 -0.21 0.324
H -1.232 -0.799 4.605 -0.03 0.00 0.01 0.159
H -1.323 -4.206 6.320 -0.13 0.07 0.10 0.330
H -4.839 -4.731 -2.216 0.01 0.02 -0.01 0.207
H -6.080 -3.729 1.456 -0.05 0.00 -0.02 0.253
H -3.189 -9.738 0.288 -0.06 -0.11 -0.13 0.340
H 2.718 2.949 -3.511 -0.21 -0.01 0.22 0.542
H 1.510 -2.536 -2.443 0.05 -0.18 0.31 0.340
H -4.158 -9.832 1.770 -0.01 0.02 -0.02 0.319
H 7.714 -4.170 -0.555 0.16 0.10 -0.08 0.275
H 6.371 5.344 1.381 -0.18 0.01 0.05 0.327
H 1.257 2.343 -1.905 0.30 -0.01 -0.16 0.243
H 7.442 4.701 2.639 -0.01 -0.02 -0.02 0.332
H 9.750 -1.704 4.976 0.13 0.13 0.01 0.317
H 2.431 0.379 -5.193 -0.06 0.06 0.38 0.277
H 1.250 1.057 5.053 -0.04 -0.21 0.04 0.323
H -9.095 -6.075 1.453 0.10 -0.11 0.10 0.401
H 0.284 -1.914 -1.281 0.27 -0.05 0.01 0.107
H 10.588 0.124 2.453 -0.03 0.08 0.17 0.376
H -8.928 -6.372 -0.287 0.00 0.05 0.02 0.272
H -4.938 3.618 -1.085 -0.12 -0.05 0.15 0.010
H 10.277 -3.234 4.250 -0.01 0.03 -0.02 0.318
H -0.238 2.309 -0.723 -0.15 0.01 -0.28 0.292
H -6.170 -3.764 -2.875 -0.08 0.14 0.18 0.357
H 5.419 1.827 0.236 0.00 0.02 0.03 -0.491
H 7.747 -1.101 -1.519 0.14 -0.07 0.09 0.401
H 11.334 -1.814 4.159 -0.05 0.14 0.11 0.321
H 3.738 0.174 4.635 -0.11 -0.17 0.05 0.376
H 6.388 -0.596 -0.492 0.04 -0.03 -0.02 -0.176
H -7.765 -7.098 0.836 -0.01 0.05 0.22 0.190
H 3.117 -1.013 3.457 -0.04 -0.01 0.22 0.338
H -6.356 2.588 -0.827 0.05 -0.21 0.04 0.506
H -0.689 4.684 6.381 0.03 0.00 -0.01 0.281
H -2.279 -2.211 4.813 -0.10 0.00 0.15 0.323
H 3.474 4.387 5.518 -0.04 0.00 0.00 0.201
H 0.633 -0.130 3.874 0.21 -0.11 0.14 0.178
H -0.574 4.462 0.597 0.07 0.29 -0.04 0.424
H -1.327 -1.741 -3.198 0.06 0.18 -0.07 -0.094
H 0.413 5.443 7.544 0.05 0.17 -0.05 0.336
H -5.969 -5.433 1.934 -0.15 -0.08 0.11 0.259
H -3.387 5.263 -4.541 -0.02 0.08 -0.18 0.133
H 3.755 1.481 -5.259 -0.06 0.03 0.03 0.572
H 2.758 6.006 5.404 0.00 0.09 0.16 0.340
H -4.965 7.818 -7.568 0.01 -0.02 0.02 0.323
H -2.027 -1.071 6.163 -0.13 -0.12 -0.01 0.294
H -6.200 3.102 2.952 0.01 0.01 -0.03 0.325
H 9.003 0.232 3.269 0.15 0.10 0.03 0.290
H -4.974 6.080 -7.918 0.16 -0.06 -0.07 0.318
H 0.351 1.603 3.632 0.08 0.06 0.04 0.300
H 0.190 -0.341 -4.868 -0.15 0.37 0.21 0.815
H -4.748 -10.608 0.290 0.13 -0.01 -0.13 0.324
H 2.196 2.044 -5.679 -0.30 0.07 0.40 0.269
H -5.663 -8.973 -1.633 0.16 -0.06 -0.07 0.343